No. 1
{"formula": "C30H24LiN6O2SSe2", "method": "ωB97M-V/def2-TZVPD", "homo_lumo_gap_ev": 5.44, "max_force_ha_per_bohr": 0.00576, "e_lumo_ev": 2.38, "energy_ev": -186271.2623, "charge": -1, "elements": ["Se", "Se", "S", "O", "O", "N", "N", "N", "N", "N", "N", "C", "C", "C", "C", "C", "C", "C", "C", "C", "C", "C", "C", "C", "C", "C", "C", "C", "C", "C", "C", "C", "C", "C", "C", "C", "C", "C", "C", "C", "C", "Li", "H", "H", "H", "H", "H", "H", "H", "H", "H", "H", "H", "H", "H", "H", "H", "H", "H", "H", "H", "H", "H", "H", "H", "H"], "xyz": [[-0.0345, 2.2655, 4.8702], [-5.3013, -5.7318, -2.4487], [1.4803, 1.9472, 0.1048], [1.6325, -1.3048, -1.1629], [0.2489, 1.3883, -0.5516], [0.0496, -1.3550, 2.0547], [-0.9164, 1.3558, 2.1945], [-2.2033, -0.7505, -0.3521], [-5.4048, -4.0025, -1.9971], [-3.5624, -5.8416, -2.0375], [-0.1457, -2.6654, -0.8248], [1.1806, 3.6859, 0.4048], [1.1670, 4.1017, 1.7264], [-4.2201, -3.6320, -1.5971], [3.3865, 1.6983, -3.4418], [-0.9044, -5.3096, -0.8414], [-1.5364, -2.9732, -0.9798], [0.5964, 6.3155, 0.9885], [0.8986, 4.5644, -0.6330], [-0.2240, -1.0485, -2.6574], [-4.8528, -1.3076, -0.9924], [4.8426, 2.8765, -1.9316], [0.6067, 5.8847, -0.3335], [-3.8991, -2.2909, -1.1246], [0.1946, -1.6768, 3.1432], [2.6897, 2.1350, -1.2019], [0.3764, -2.0871, 4.5330], [-3.1849, -4.6683, -1.6227], [0.5932, -3.5785, -0.0282], [3.8936, 2.7728, -0.9298], [0.8746, 5.4276, 2.0159], [0.2630, -4.8771, -0.1035], [0.4986, -1.6680, -1.4881], [2.4275, 1.5869, -2.4415], [1.6124, -1.4291, 5.1511], [-4.4978, -0.0425, -0.5338], [-3.1594, 0.1601, -0.2217], [-1.8209, -4.3540, -1.1773], [4.5876, 2.3407, -3.1897], [-0.5884, 1.7231, 3.2475], [-2.5317, -2.0022, -0.8026], [-0.5429, -0.0090, 0.6039], [-1.1343, -6.3572, -0.9693], [1.5042, -0.3466, 5.1230], [1.4946, 1.0699, -2.5996], [0.3827, 6.5809, -1.1319], [0.8433, -5.5995, 0.4574], [5.3335, 2.4218, -3.9703], [5.7833, 3.3741, -1.7332], [-2.8363, 1.1199, 0.1721], [-0.6560, -0.0886, -2.3727], [-5.8785, -1.5468, -1.2484], [4.0809, 3.1907, 0.0524], [1.4124, -3.1757, 0.5455], [0.9066, 4.2174, -1.6584], [2.5160, -1.7161, 4.6156], [1.3616, 3.4064, 2.5340], [0.4397, -3.1762, 4.5541], [3.1938, 1.2704, -4.4173], [1.7072, -1.7418, 6.1908], [-0.5219, -1.7930, 5.0778], [-1.0184, -1.6927, -3.0299], [0.5222, -0.8861, -3.4357], [0.3617, 7.3483, 1.2139], [0.8526, 5.7460, 3.0499], [-5.2204, 0.7503, -0.4100]], "forces_ev_per_angstrom": [[0.1, 0.1, 0.3], [0.0, 0.0, 0.0], [-0.1, -0.1, 0.0], [-0.1, -0.1, -0.1], [0.2, 0.1, 0.0], [0.1, 0.0, 0.0], [0.0, 0.0, -0.1], [0.0, 0.1, 0.0], [-0.1, 0.1, 0.0], [0.1, 0.0, 0.0], [0.0, 0.1, 0.0], [0.0, -0.1, 0.1], [0.1, 0.0, 0.0], [0.1, 0.1, 0.1], [0.0, 0.0, 0.0], [0.1, 0.0, 0.1], [0.0, 0.0, 0.0], [0.0, 0.0, 0.1], [0.0, 0.1, 0.0], [0.1, 0.0, 0.0], [-0.1, 0.1, 0.0], [0.0, 0.0, 0.0], [0.0, 0.0, -0.1], [0.0, -0.2, -0.1], [-0.1, -0.1, 0.0], [0.0, 0.0, 0.0], [0.0, 0.1, 0.0], [0.0, 0.0, 0.0], [0.0, -0.1, 0.0], [0.0, 0.0, 0.0], [0.0, 0.1, 0.0], [-0.1, 0.0, -0.1], [0.1, 0.0, 0.0], [0.1, 0.0, 0.0], [-0.1, -0.1, 0.1], [0.1, -0.1, 0.0], [-0.1, 0.0, 0.0], [-0.2, 0.0, -0.1], [0.0, 0.0, 0.0], [-0.1, -0.1, -0.2], [0.2, 0.0, 0.0], [-0.2, 0.1, 0.1], [0.0, 0.0, 0.0], [0.0, 0.1, 0.0], [-0.1, 0.0, 0.0], [0.0, 0.0, 0.0], [0.0, 0.0, 0.0], [0.0, 0.0, 0.0], [0.0, 0.0, 0.0], [0.0, 0.0, 0.0], [0.0, 0.0, 0.0], [0.0, 0.0, 0.0], [0.0, 0.0, 0.0], [0.0, 0.0, 0.0], [0.0, 0.0, 0.0], [0.0, 0.0, 0.0], [0.0, 0.0, 0.0], [0.0, 0.0, 0.0], [0.0, 0.0, 0.0], [0.0, 0.0, 0.0], [0.0, 0.0, 0.0], [0.0, 0.0, 0.0], [0.0, 0.0, 0.0], [0.0, 0.0, 0.0], [0.0, 0.0, 0.0], [0.0, 0.0, 0.0]]}

No. 2
{"formula": "C20H29BeBrClF3K2N4O12V", "method": "ωB97M-V/def2-TZVPD", "homo_lumo_gap_ev": 1.27, "max_force_ha_per_bohr": 0.11023, "e_lumo_ev": -8.35, "energy_ev": -201161.0426, "charge": 1, "elements": ["Br", "V", "K", "K", "Cl", "F", "F", "F", "O", "O", "O", "O", "O", "O", "O", "O", "O", "O", "O", "O", "N", "N", "N", "N", "C", "C", "C", "C", "C", "C", "C", "C", "C", "C", "C", "C", "C", "C", "C", "C", "C", "C", "C", "C", "Be", "H", "H", "H", "H", "H", "H", "H", "H", "H", "H", "H", "H", "H", "H", "H", "H", "H", "H", "H", "H", "H", "H", "H", "H", "H", "H", "H", "H", "H"], "xyz": [[2.4050, 0.6833, 2.0128], [-0.8311, -5.1073, 4.5305], [-1.0385, -3.6709, 7.1490], [-2.5152, -1.0866, -0.8354], [5.1564, 2.3601, -0.5874], [0.6194, -2.0832, 2.1338], [-0.4013, -4.4189, 1.0740], [1.5969, -4.8535, 0.2420], [-2.2810, -5.9520, 4.4201], [6.2762, -2.0147, 2.3459], [4.5820, 3.2824, -1.5192], [5.6222, -5.8317, 1.6698], [-3.5910, 4.5985, -0.6292], [5.4647, 3.0212, 0.6472], [4.1951, 1.2906, -0.3057], [6.3335, 1.7557, -1.1437], [-4.6201, 6.1899, 1.4417], [0.5504, -4.1065, 4.7940], [6.4215, -0.3649, 0.8882], [-4.3734, 5.4957, 3.6071], [-1.1153, 0.7092, -0.1470], [-3.0653, 1.0930, 0.6947], [5.0740, -2.9851, -0.4489], [-3.5960, 2.1723, -4.3875], [0.8064, -4.0038, 0.8691], [-2.3543, 2.3662, -4.9456], [4.7866, -1.8554, 0.4488], [-2.8750, 4.7754, 1.9846], [-2.4783, 0.1094, 1.4714], [-4.5016, 1.8550, -5.3678], [5.9312, -1.4162, 1.3431], [-2.4706, 2.1611, -6.2905], [0.0713, 0.8099, -1.0288], [5.1289, -4.8661, 1.1864], [1.2405, -2.8184, 1.2100], [2.3754, -2.2549, 0.4671], [-5.5155, 0.7277, 0.5580], [-4.1531, 5.6181, 2.4224], [-3.8311, 1.8382, -6.5576], [-1.2537, -0.1381, 0.9398], [3.5939, -1.9517, 1.2637], [-4.4006, 1.6945, 0.9252], [5.8415, -4.0888, 0.1397], [-2.2277, 1.4433, -0.2772], [0.2611, -5.1717, -1.8096], [-3.8154, 2.2628, -3.4159], [-1.6732, 2.2389, -7.0086], [4.1156, -4.5709, 1.4865], [-0.4455, -0.8171, 1.2029], [-5.4842, 0.4758, -0.5052], [2.0400, -1.2951, 0.0977], [-2.1520, 5.4630, 1.5513], [-3.2686, 4.1082, 1.2002], [5.9992, -4.8030, -0.6540], [-1.5042, 2.6357, -4.3416], [0.8362, 0.1169, -0.6952], [4.5962, -0.9995, -0.1968], [-6.4803, 1.1800, 0.7690], [-4.2647, 1.6227, -7.5183], [0.4629, 1.8219, -0.9811], [-2.4070, 2.2010, -1.0292], [-0.2152, 0.5734, -2.0547], [3.7262, -2.5397, 2.1546], [-4.1407, 5.3965, -0.7278], [-3.0145, -0.2932, 2.3144], [-2.4103, 4.2275, 2.8017], [-4.4576, 2.6095, 0.3314], [3.4620, -0.7556, 1.6910], [2.5943, -2.8894, -0.3742], [5.6695, -2.6021, -1.1700], [-5.5357, 1.6721, -5.1344], [6.8249, -3.8241, 0.5028], [-4.4540, 1.9749, 1.9755], [-5.4486, -0.2009, 1.1292]], "forces_ev_per_angstrom": [[-0.2, 0.3, 0.2], [0.3, -1.4, -1.5], [0.4, 0.1, 0.1], [-2.0, -3.5, -3.1], [0.7, 0.0, 0.2], [-0.6, 0.2, 0.0], [-1.0, -1.2, 0.7], [-0.3, -0.6, -0.3], [0.2, 0.9, 0.5], [-1.3, -1.7, 0.0], [-0.4, 0.1, -0.2], [0.5, -1.0, 0.5], [0.0, -0.2, 0.5], [-0.1, 0.0, 0.1], [-0.4, -0.5, -0.2], [-0.1, 0.0, -0.1], [0.5, -0.4, -0.3], [-0.9, 0.4, 0.8], [-1.3, -0.5, -1.1], [0.7, -0.4, 0.1], [0.7, 1.0, 0.6], [-0.1, 0.3, 0.2], [1.4, 0.4, 1.3], [0.0, -0.1, 0.1], [0.3, 0.5, 0.3], [0.0, -0.1, 0.1], [-2.6, -0.1, -2.6], [2.0, -1.2, 0.0], [-0.1, 0.6, 0.4], [0.1, 0.0, 0.0], [4.4, 2.4, 2.6], [0.0, 0.0, -0.1], [0.0, 0.1, -0.2], [-0.4, 0.2, 0.1], [1.0, -0.1, -0.3], [-0.2, 1.3, 0.6], [0.3, -0.2, 0.0], [-2.0, 1.1, -0.3], [0.1, 0.0, 0.0], [1.2, 1.3, 0.9], [1.0, 0.1, 0.9], [-0.4, 0.0, -0.1], [-0.4, 0.1, -0.6], [0.5, 0.4, 0.5], [-0.2, 0.0, -0.5], [-0.1, 0.3, 0.0], [0.0, 0.0, 0.0], [-0.3, 0.3, -0.1], [-0.2, 0.2, 0.3], [-0.1, 0.1, 0.0], [-0.2, 0.3, -0.5], [-0.3, 0.4, 0.1], [-0.7, 0.6, -0.3], [0.2, -0.3, -0.4], [0.0, 0.1, 0.0], [0.0, 0.1, 0.2], [0.0, 0.0, -0.5], [0.0, 0.0, 0.0], [0.0, 0.0, 0.0], [0.1, 0.0, 0.0], [0.0, 0.1, 0.1], [0.0, 0.0, 0.0], [0.1, -0.2, 0.5], [0.2, -0.1, 0.2], [0.2, -0.1, 0.1], [-0.1, 0.1, 0.2], [0.1, 0.0, -0.1], [-0.4, -0.6, 0.0], [0.3, -0.3, -0.4], [-0.1, 0.1, -0.4], [0.0, 0.0, 0.0], [0.3, 0.3, 0.2], [0.1, 0.0, 0.1], [-0.1, 0.0, 0.1]]}

No. 3
{"formula": "C2H4N2O2", "method": "ωB97M-V/def2-TZVPD", "homo_lumo_gap_ev": 9.84, "max_force_ha_per_bohr": 0.09065, "e_lumo_ev": 0.59, "energy_ev": -9207.1832, "elements": ["O", "O", "N", "N", "C", "C", "H", "H", "H", "H"], "xyz": [[2.0424, -0.5148, 0.4353], [-1.2012, -1.5069, -0.3733], [0.7843, -0.0038, -0.4731], [-0.4195, -0.5761, 0.2475], [-0.8542, 0.7346, 0.2681], [0.3406, 1.2465, -0.0529], [-1.8032, 1.0304, 0.4774], [2.1322, -1.4664, 0.4138], [0.8321, 2.1102, -0.0833], [-1.8535, -1.0536, -0.8595]], "forces_ev_per_angstrom": [[-1.4, 2.7, -1.0], [1.0, -1.3, 0.5], [2.5, -3.8, 1.1], [0.9, -0.3, 0.7], [1.7, 0.7, 0.1], [-2.1, -2.5, 0.2], [-2.5, 1.0, 0.5], [-0.7, -0.5, -0.7], [1.9, 3.2, 0.0], [-1.3, 0.9, -1.4]]}

In kcal per mole, the energy relative to the best compared isomer or geometry (same formula, charge and spin) values for the records above are, in order, 0.0; 0.0; 185.4.